(1)
Computed, not measured: C34H29AsNOSSc as an isolated structure at a distorted geometry, with ωB97M-V/def2-TZVPD.

```
68
Properties=species:S:1:pos:R:3
Sc 1.12280 0.29359 0.85238
S 5.24379 -1.02372 2.16236
C 5.48934 -0.81831 0.41275
C 6.61393 -1.02731 -0.38042
C 6.40596 -1.06510 -1.74930
C 5.13474 -0.88076 -2.36448
C 4.04694 -0.54732 -1.58821
C 4.21289 -0.52064 -0.18004
N 3.18011 -0.36913 0.71259
C 3.58172 -0.57709 1.98395
C 2.70199 -0.51221 3.14956
C 3.13165 -0.74165 4.48434
C 2.24026 -1.19921 5.41625
C 0.88245 -1.34243 5.06491
C 0.41117 -0.86004 3.88189
C 1.34114 -0.33258 2.94004
H 7.54094 -1.29503 0.11975
H 7.29258 -1.25856 -2.37500
H 5.03938 -0.88269 -3.45571
H 3.03092 -0.39490 -2.01592
H 4.15923 -0.60371 4.78221
H 2.66719 -1.40449 6.41409
H 0.16303 -1.74027 5.80400
H -0.61549 -0.83845 3.67857
C -6.02424 -1.59015 1.00595
C -5.12391 -1.25088 1.96725
C -3.76855 -1.02132 1.65236
C -3.39395 -0.92021 0.30117
C -4.33158 -1.23836 -0.69391
C -5.61841 -1.56200 -0.32452
As -1.63591 -0.23169 -0.22065
C -1.96111 1.56991 -1.01389
C -1.19264 2.65542 -0.25348
C -1.45185 4.04651 -0.89327
C -2.41183 4.24817 -1.84296
C -3.14685 3.17091 -2.38328
C -2.88522 1.85601 -1.98878
C -1.47171 -1.35219 -1.85231
C -1.06846 -0.86750 -3.15280
C -0.89849 -1.74479 -4.18836
C -0.84150 -3.12625 -3.95960
C -1.16663 -3.63872 -2.70849
C -1.55145 -2.75197 -1.68402
H -7.07891 -1.76896 1.28925
H -5.46004 -1.26397 2.99118
H -3.03235 -0.96553 2.47092
H -4.03834 -1.37812 -1.72700
H -6.32346 -1.67525 -1.13757
H -1.52506 2.62775 0.78790
H -0.71091 4.82033 -0.61087
H -2.58459 5.25164 -2.21251
H -3.80698 3.33361 -3.21823
H -3.42757 1.01411 -2.53501
H -0.97009 0.22789 -3.30564
H -0.70533 -1.32223 -5.13469
H -0.62124 -3.82190 -4.78360
H -1.23359 -4.73024 -2.49482
H -1.79288 -3.18248 -0.70449
C 0.40282 2.84868 2.29087
O 1.01562 2.34248 1.09556
C 0.30418 2.23741 -0.17206
C 1.20558 2.44429 -1.30602
H -0.58040 2.50960 2.42307
H 0.42926 3.91144 2.15742
H 1.03654 2.62011 3.15245
H 2.15533 1.87832 -1.23817
H 1.54323 3.48352 -1.32968
H 0.72482 2.24863 -2.26523
```

Calculated values
Energy above the lowest of the compared OMol25 structures with the same formula, charge and spin ... 0.000 eV
LUMO (spin up / spin down) ... -0.02 / -0.90 eV
Electronic energy ... -131635.411 eV
Molar mass ... 619.6 g/mol
HOMO (spin up / spin down) ... -7.05 / -4.58 eV
Kohn-Sham gap (spin up / spin down) ... 7.03 / 3.68 eV

***

(2)
Computed, not measured: C3H6N4S as an isolated structure at a distorted geometry, with ωB97M-V/def2-TZVPD.

```
14
Properties=species:S:1:pos:R:3
C -1.21586 -0.71371 -0.05241
C 0.01708 1.60032 -0.14226
C 2.17720 -0.06608 0.36372
H -1.97977 -2.60802 0.06481
H -0.33279 -2.62245 -0.65321
H 1.16688 1.82186 -0.25800
H -1.96071 2.29966 -0.20274
H 3.09570 -0.66004 0.25373
H 2.33957 0.82606 0.87549
N -1.08920 -2.06393 0.05842
N -0.02436 0.04692 -0.28142
N -0.72397 2.62217 -0.01160
N 1.19213 -0.68432 -0.17413
S -2.66189 0.20155 0.15959
```

Calculated values
Energy above the lowest of the compared OMol25 structures with the same formula, charge and spin ... 4.568 eV
LUMO ... 0.18 eV
Electronic energy ... -19999.768 eV
Molar mass ... 130.2 g/mol
HOMO ... -8.36 eV
Kohn-Sham gap ... 8.54 eV

***

(3)
Computed, not measured: a 4-piece molecular cluster, C23H60BN5O8P2 overall, with ωB97M-V/def2-TZVPD.

```
99
Properties=species:S:1:pos:R:3
C -6.33539 3.58114 1.06637
C -6.35079 2.33416 0.16837
C -5.00285 1.84704 -0.28601
O -4.56056 1.98352 -1.39310
O -4.30259 1.14083 0.66134
C -3.35696 1.84719 1.47156
C -2.12711 2.30674 0.65928
B -1.60506 3.71824 1.02112
P -0.87450 4.98947 -0.23445
N -0.96456 6.46549 0.29347
P -1.77744 4.42955 2.77985
N -3.29326 4.89516 2.80391
H -7.21603 3.58840 1.70548
H -5.46770 3.65616 1.72347
H -6.36215 4.48199 0.45535
H -6.84754 1.50668 0.67493
H -6.90612 2.55049 -0.74262
H -3.85055 2.68556 1.96657
H -3.07072 1.13989 2.24497
H -1.27571 1.64073 0.87748
H -2.32893 2.19042 -0.40763
H -1.45551 4.65217 -1.47522
H 0.43422 4.48593 -0.45034
H -1.40304 7.12808 -0.33168
H -0.75069 5.35715 2.97471
H -1.48910 3.40868 3.70961
H -3.39482 5.89842 2.90950
C -2.68286 -6.19782 -2.69024
O -1.95699 -5.14182 -3.28022
C -2.66401 -4.40461 -4.27172
C -2.92875 -2.99408 -3.79732
N -3.86119 -2.98252 -2.68348
C -4.02080 -1.68618 -2.03291
C -2.80428 -1.06475 -1.36115
O -2.33716 -1.77835 -0.22579
C -1.42647 -2.82321 -0.49017
H -1.98355 -6.75834 -2.07066
H -3.50602 -5.84350 -2.05977
H -3.09797 -6.86998 -3.44839
H -3.59910 -4.91488 -4.52218
H -2.04123 -4.36637 -5.17006
H -3.35166 -2.41519 -4.62462
H -1.95512 -2.54497 -3.55067
H -3.55196 -3.65753 -1.99499
H -4.79865 -1.79254 -1.27260
H -4.39488 -0.96984 -2.77201
H -3.11215 -0.08669 -0.99707
H -1.97508 -0.91868 -2.06566
H -0.79675 -2.59651 -1.35748
H -1.92091 -3.78308 -0.67299
H -0.78727 -2.93399 0.38618
C 5.25010 -8.35613 -2.10534
O 3.98211 -8.80014 -2.53416
C 2.97604 -8.79310 -1.53002
C 1.91102 -7.76351 -1.83259
N 2.43570 -6.41401 -1.70985
C 1.52715 -5.36276 -2.15081
C 1.11655 -5.33259 -3.61673
O 2.17329 -5.01499 -4.50696
C 2.96866 -6.10235 -4.92702
H 5.94480 -8.53624 -2.92377
H 5.26149 -7.28799 -1.85987
H 5.59137 -8.91078 -1.22478
H 3.42313 -8.59856 -0.54972
H 2.51780 -9.78561 -1.50771
H 1.09200 -7.88865 -1.11604
H 1.50833 -7.98548 -2.83176
H 3.29930 -6.34853 -2.23414
H 1.99287 -4.40160 -1.91824
H 0.61234 -5.42688 -1.55020
H 0.37569 -4.53969 -3.72529
H 0.62954 -6.26450 -3.92861
H 2.38308 -7.02535 -4.99076
H 3.82134 -6.28671 -4.26542
H 3.35505 -5.86288 -5.91771
C 4.76737 7.27523 6.66825
O 4.42228 7.94345 5.47488
C 5.38390 7.84031 4.43286
C 4.83927 7.03960 3.27177
N 4.66133 5.64439 3.64038
C 3.97871 4.82634 2.64918
C 2.53735 5.17508 2.29855
O 1.61080 4.95223 3.35010
C 1.49454 6.00863 4.28635
H 4.01909 7.54353 7.41181
H 4.77799 6.18509 6.55320
H 5.75224 7.58741 7.03111
H 6.30340 7.38309 4.81209
H 5.61884 8.85131 4.08975
H 5.54919 7.09767 2.44044
H 3.90951 7.52553 2.94235
H 4.15849 5.59888 4.51759
H 3.99396 3.79185 3.00127
H 4.56266 4.85468 1.72258
H 2.23149 4.51024 1.48583
H 2.43458 6.20192 1.92870
H 1.67746 6.97886 3.81714
H 2.17948 5.89354 5.13083
H 0.47756 5.99633 4.68016
```

Calculated values
LUMO ... -0.63 eV
Electronic energy ... -67901.398 eV
Molar mass ... 607.5 g/mol
HOMO ... -8.34 eV
Kohn-Sham gap ... 7.71 eV
SMILES ... CCC(=O)OCCB([PH2]=N)[PH2]=N.COCCNCCOC.COCCNCCOC.COCCNCCOC

***

(4)
Computed, not measured: CaH14NO10 as an isolated structure at a distorted geometry, with ωB97M-V/def2-TZVPD.

```
26
Properties=species:S:1:pos:R:3
Ca 8.22633 -6.23618 -9.02929
N 5.37626 -4.64231 -10.29671
O 4.72737 -3.60732 -10.36371
O 6.19744 -4.83383 -9.39085
O 5.18830 -5.55041 -10.99124
O 8.70482 -4.91995 -11.05104
H 9.11125 -4.69229 -11.88723
H 8.45567 -4.07868 -10.66838
O 6.58063 -2.44053 -12.16998
H 5.84278 -2.28712 -11.57984
H 7.35015 -2.42585 -11.60091
O 3.09361 -6.47070 -8.57059
H 3.45471 -7.31827 -8.31086
H 3.74851 -5.83336 -8.28574
O 2.11155 -6.15289 -11.14716
H 2.28420 -6.83357 -11.79762
H 2.89569 -5.60409 -11.16016
O 3.93490 -3.11397 -13.56674
H 3.57872 -3.29268 -12.69643
H 3.42116 -2.37333 -13.88885
O 5.93156 -7.83061 -12.75036
H 6.85095 -7.87019 -13.01376
H 5.84286 -6.98262 -12.31530
O 6.67471 -7.92769 -9.51742
H 6.77115 -8.83786 -9.79763
H 5.73154 -7.81009 -9.40418
```

Calculated values
Energy above the lowest of the compared OMol25 structures with the same formula, charge and spin ... 5.162 eV
LUMO ... -6.07 eV
Net charge ... +1
Electronic energy ... -40621.598 eV
Molar mass ... 228.2 g/mol
HOMO ... -12.43 eV
Kohn-Sham gap ... 6.37 eV

***

(5)
Computed, not measured: C26H25N3O4W as an isolated structure at a distorted geometry, with ωB97M-V/def2-TZVPD.

```
59
Properties=species:S:1:pos:R:3
W 0.22716 1.47840 -0.82969
C 0.85921 5.60305 -1.66163
C 0.34461 4.46583 -0.84875
O 0.46912 3.25704 -1.35385
C -0.28264 4.62396 0.37536
C -0.95017 3.59040 1.06948
C -1.71764 3.88226 2.30719
N -0.95844 2.34986 0.56266
N -1.83859 1.44006 1.11188
C -2.10818 0.48735 0.26840
O -1.51153 0.51825 -0.92488
C -3.07670 -0.55906 0.54513
C -3.66078 -1.23415 -0.53457
C -4.62400 -2.19575 -0.30926
C -5.00287 -2.50250 0.99029
C -4.42095 -1.84276 2.06548
C -3.46846 -0.86523 1.85303
H 0.67970 5.40742 -2.71948
H 1.93923 5.70560 -1.53784
H 0.39810 6.54475 -1.38011
H -0.33762 5.61946 0.79421
H -2.16097 4.87288 2.26664
H -1.03721 3.84786 3.16085
H -2.47898 3.12068 2.46112
H -3.38104 -0.95891 -1.54099
H -5.09273 -2.69915 -1.14057
H -5.76348 -3.24625 1.16588
H -4.73347 -2.08744 3.06882
H -3.02044 -0.33632 2.67912
C 3.08314 -3.96269 0.34510
O 2.24721 -2.94139 -0.18387
C 2.62691 -2.34816 -1.33565
C 3.94798 -2.24579 -1.76855
C 4.25033 -1.64096 -2.97330
C 3.23742 -1.16097 -3.79875
C 1.92064 -1.25680 -3.39934
C 1.59969 -1.82502 -2.16174
N 0.26017 -1.96901 -1.76518
C -0.19237 -1.96778 -0.50870
C 0.34103 -1.22243 0.56774
C -0.03744 -1.48154 1.91130
C 0.47882 -0.76624 2.96127
C 1.41981 0.26032 2.75716
C 1.80085 0.58975 1.48075
C 1.21465 -0.08331 0.36562
O 1.61982 0.29289 -0.86698
H 2.45268 -4.51401 1.03775
H 3.93515 -3.53978 0.88050
H 3.43095 -4.62897 -0.44510
H 4.73958 -2.62917 -1.14293
H 5.28325 -1.55431 -3.27567
H 3.48436 -0.71611 -4.74893
H 1.13010 -0.87961 -4.03389
H -0.35841 -2.35061 -2.47483
H -1.08878 -2.54795 -0.32457
H -0.73632 -2.28120 2.09638
H 0.19130 -1.01606 3.97014
H 1.83670 0.78120 3.60543
H 2.59053 1.31809 1.26494
```

Calculated values
Energy above the lowest of the compared OMol25 structures with the same formula, charge and spin ... 1.394 eV
LUMO (spin up / spin down) ... -7.45 / -7.92 eV
Net charge ... +2
Electronic energy ... -41837.563 eV
Molar mass ... 627.3 g/mol
Multiplicity ... 3
HOMO (spin up / spin down) ... -13.78 / -14.14 eV
Kohn-Sham gap (spin up / spin down) ... 6.33 / 6.22 eV

***

(6)
Computed, not measured: one molecule with the formula C7H11N5O at a distorted geometry, with ωB97M-V/def2-TZVPD.

```
24
Properties=species:S:1:pos:R:3
H 0.75451 1.77098 3.17951
N 1.41706 1.97649 2.38975
C 1.45722 1.02612 1.53799
N 2.43724 1.08675 0.54239
C 2.60573 0.04521 -0.31709
N 1.86681 -0.98225 -0.47070
C 0.58751 -0.97038 0.23921
C 0.63250 -0.26890 1.59524
C -0.80680 0.15467 1.64086
N -1.34521 0.15537 0.50502
N -0.42325 -0.24302 -0.49620
C -1.05791 -0.94012 -1.58789
C -2.15746 -0.06675 -2.30303
O -3.38608 -0.03095 -1.58265
H 3.14017 1.80397 0.73645
H 3.50598 0.02811 -0.98300
H 0.31179 -2.02910 0.38304
H 0.91007 -0.87593 2.55998
H -1.41678 0.64843 2.39743
H -1.53029 -1.84487 -1.24837
H -0.30099 -1.21627 -2.33048
H -1.72862 0.94562 -2.39247
H -2.31234 -0.46161 -3.30083
H -3.16086 0.28842 -0.69417
```

Calculated values
Energy above the lowest of the compared OMol25 structures with the same formula, charge and spin ... 2.401 eV
LUMO ... 0.63 eV
Electronic energy ... -16933.672 eV
Molar mass ... 181.2 g/mol
HOMO ... -9.19 eV
Kohn-Sham gap ... 9.82 eV
SMILES ... [H]/N=C1/NC=N[C@H]2[C@@H]1C=NN2CCO